[1]
Computed, not measured: C10H11B2Br12F9O2 as an isolated structure in a non-equilibrium geometry, with the ωB97M-V functional and the def2-TZVPD basis.

- M (g mol⁻¹) = 1314.7
- Kohn-Sham gap (eV) = 9.282
- energy relative to the best compared isomer or geometry (same formula, charge and spin) (kJ/mol) = 44.3
- E_LUMO (eV) = -0.530

Each line ends with the natural charge from an NBO analysis.
Atoms and positions in Å:
O: 2.610376 2.964652 -0.345711  -0.8527
B: 1.391509 2.368125 -0.193198  0.8505
O: 0.373646 3.157355 0.366752  -0.9414
B: 1.243484 0.691341 -0.646078  0.1774
C: 1.818939 0.089667 -1.985528  -0.7869
C: 1.352158 -1.321121 -2.361035  -0.4568
C: 1.612770 -2.378793 -1.302292  0.6468
F: 2.750264 -2.078228 -0.620041  -0.3228
F: 0.586872 -2.458801 -0.415912  -0.3277
C: 1.858996 -3.771419 -1.949990  0.5840
F: 1.073493 -3.972332 -3.021221  -0.3027
F: 3.129810 -3.736581 -2.427025  -0.3100
C: 1.812903 -4.985571 -0.990601  0.5520
F: 2.315544 -6.042408 -1.647381  -0.2913
F: 2.626560 -4.759878 0.056300  -0.2980
C: 0.403788 -5.370757 -0.415230  0.9233
F: -0.587882 -4.894303 -1.156449  -0.3042
F: 0.257128 -4.923861 0.816883  -0.2925
F: 0.291814 -6.692164 -0.396480  -0.3000
H: 3.225924 2.323968 -0.723540  0.4920
H: 0.425538 3.052494 1.327368  0.5090
H: 0.755553 -0.068474 0.123046  -0.0479
H: 1.455818 0.747289 -2.785931  0.2488
H: 2.908632 0.170256 -2.036821  0.2530
H: 1.917349 -1.631041 -3.244448  0.2294
H: 0.307065 -1.362070 -2.664996  0.2400
C: -3.037664 1.104595 -0.521053  -0.5045
Br: -3.467164 -0.722147 -0.998965  0.0725
Br: -1.132094 1.501733 -0.452821  0.2281
Br: -3.928835 2.369008 -1.651192  0.0973
H: -3.397202 1.257349 0.487669  0.2253
C: -1.828118 5.725557 0.606209  -0.5010
Br: -2.858611 4.417503 1.573375  0.0748
Br: -2.259950 5.694902 -1.262462  0.0955
Br: -2.005512 7.482599 1.362102  0.0930
H: -0.790101 5.438581 0.696232  0.2348
C: -7.092045 3.067820 2.745792  -0.5041
Br: -8.178544 4.643333 2.585016  0.0972
Br: -6.167509 2.678502 1.105769  0.0909
Br: -5.869486 3.193662 4.226295  0.0879
H: -7.755089 2.239848 2.947569  0.2254
C: 4.336467 -1.026576 3.158292  -0.4995
Br: 3.804088 -2.807645 2.681678  0.1090
Br: 6.243810 -0.806425 3.090996  0.0961
Br: 3.435987 0.290483 2.079098  0.0843
H: 4.029520 -0.860028 4.179962  0.2257

Atoms 1-6, force components in eV/Å:
-0.0225 -0.2185 0.0197
0.7642 -0.0353 -0.1011
1.9514 0.8611 0.7315
-0.1063 -0.1382 0.2368
-0.9788 0.3506 -0.1380
0.6836 -0.1939 -0.3793

=====

[2]
Computed, not measured: C44H106N8O9Y as an isolated structure in a non-equilibrium geometry, with the ωB97M-V functional and the def2-TZVPD basis.

- M (g mol⁻¹) = 980.3
- Kohn-Sham gap (eV) = 5.635
- E_LUMO (eV) = -3.635
- net charge = +1

Each line ends with the Mulliken charge.
Atoms and positions in Å:
Y: 2.511046 -0.253576 3.415987  0.9322
C: -1.571769 -1.393140 5.275377  -2.1989
C: -1.619699 0.085840 5.605458  2.4742
C: -2.299911 0.277467 6.956245  -1.5710
C: -2.086985 1.660419 7.575211  -0.7156
C: -0.599466 1.928032 7.517305  -1.3243
C: 0.040992 1.880633 6.123873  1.8019
N: -0.228461 0.563372 5.581711  -0.6775
O: 0.493571 0.272354 4.411691  0.8581
C: 1.526600 2.041864 6.409317  -1.1913
C: -0.467608 3.069526 5.282157  -1.5989
C: -2.507194 0.755942 4.546055  -1.7207
H: -1.707548 -1.574095 4.211168  0.2856
H: -2.286393 -2.035346 5.795014  0.4251
H: -0.585407 -1.805046 5.507909  0.2965
H: -2.158343 -0.554594 7.655472  0.4930
H: -3.379715 0.154687 6.783728  0.3852
H: -2.447428 1.696751 8.602381  0.4568
H: -2.700734 2.361814 7.004492  0.3464
H: -0.133479 1.111614 8.082609  0.4704
H: -0.357459 2.855584 8.045460  0.3342
H: 1.812519 3.080650 6.573916  0.4649
H: 2.041601 1.742656 5.501525  -0.4754
H: 1.871596 1.394148 7.213973  0.4786
H: -1.502100 3.322708 5.500854  0.3718
H: -0.411944 2.822788 4.216533  0.1061
H: 0.099473 3.991123 5.437384  0.4060
H: -1.992129 0.848094 3.605202  0.0616
H: -2.892078 1.727984 4.861323  0.3850
H: -3.418382 0.181456 4.338209  0.5190
C: 2.756382 -1.729515 -0.724274  -0.2591
C: 1.881749 -0.524000 -1.044177  1.5138
C: 0.873382 -0.953520 -2.120946  -1.5474
C: -0.416242 -0.174389 -2.272068  0.2644
C: -0.980032 0.067269 -0.891061  0.4629
C: -0.000863 0.773519 0.059922  3.3932
N: 1.165447 -0.098977 0.189423  0.2928
O: 2.018408 0.368532 1.214761  1.3914
C: -0.772970 0.837364 1.347189  -2.0020
C: 0.235828 2.198529 -0.449961  -1.7361
C: 2.774540 0.613571 -1.554301  -1.6149
H: 3.737979 -1.374090 -0.432945  -0.8156
H: 2.945103 -2.251309 -1.668887  0.4180
H: 2.341939 -2.425766 0.003442  -0.2413
H: 0.560490 -1.967633 -1.826238  0.3902
H: 1.389866 -1.062816 -3.076673  0.4996
H: -1.142726 -0.759641 -2.839216  -0.2736
H: -0.298825 0.763343 -2.819533  -0.2046
H: -1.214904 -0.935073 -0.505448  -0.5345
H: -1.914694 0.629048 -0.929441  -1.0712
H: -1.026747 -0.154954 1.714208  0.0411
H: -1.728010 1.337402 1.167162  0.4545
H: -0.269848 1.386289 2.142746  -0.4092
H: 0.354911 2.239015 -1.529752  0.3316
H: 1.129289 2.619034 0.018773  -0.1456
H: -0.607815 2.847110 -0.205192  0.4766
H: 3.070359 0.464805 -2.593531  0.3636
H: 3.653803 0.711666 -0.910975  0.0484
H: 2.297559 1.584732 -1.472178  0.2976
C: 9.016468 -3.379005 0.098379  -1.3015
C: 7.784646 -4.014547 -0.495731  0.7363
C: 7.324307 -3.378908 -1.785069  -0.9001
O: 6.492988 -2.286851 -1.491530  -0.1632
C: 5.845187 -1.797616 -2.640084  -0.6435
N: 8.065221 -5.462083 -0.619205  -0.6921
H: 9.063434 -3.505297 1.175734  0.3143
H: 8.987038 -2.285491 -0.040238  0.3120
H: 9.930717 -3.650746 -0.431011  0.4188
H: 6.945829 -3.929991 0.205049  0.0569
H: 6.833306 -4.074586 -2.478026  0.3830
H: 8.221036 -3.050839 -2.344660  0.2967
H: 5.277082 -2.604197 -3.120850  0.3772
H: 6.540054 -1.412600 -3.398649  0.3768
H: 5.187738 -0.979096 -2.354768  -0.0398
H: 7.288537 -5.995925 -0.983507  0.2346
H: 8.880679 -5.580230 -1.208560  0.2613
C: -4.548453 -1.309055 -2.188087  -0.4665
C: -4.243836 -2.367536 -3.205013  0.3556
C: -3.621817 -1.797509 -4.491004  0.3690
O: -3.432307 -2.769752 -5.483933  -0.4912
C: -4.598370 -3.063616 -6.211120  -0.6644
N: -3.359088 -3.384678 -2.609927  -0.5997
H: -5.128679 -0.438797 -2.504568  0.1654
H: -3.644464 -0.855660 -1.759687  -0.4689
H: -5.136024 -1.779851 -1.398233  0.4032
H: -5.182130 -2.887217 -3.419739  0.4223
H: -2.640588 -1.403712 -4.220919  -0.7051
H: -4.285804 -0.980512 -4.815632  0.4981
H: -5.276156 -3.691042 -5.622102  0.2919
H: -4.310178 -3.696028 -7.053289  0.2854
H: -5.068083 -2.161863 -6.607847  0.2853
H: -3.100154 -4.048331 -3.329533  0.3275
H: -2.526733 -2.978837 -2.199457  0.0534
C: -8.008155 0.586056 -1.339283  -1.3391
C: -7.680991 2.006111 -1.820461  0.4780
C: -6.226427 2.393518 -1.693524  -0.5968
O: -5.840638 2.068978 -0.379941  -0.3480
C: -4.501912 2.384239 -0.105170  -0.2707
N: -8.091810 2.103307 -3.230077  -0.6927
H: -9.044775 0.322614 -1.550369  0.4256
H: -7.858082 0.428221 -0.271347  0.3163
H: -7.337367 -0.143338 -1.807321  0.2389
H: -8.355591 2.611630 -1.195444  0.2056
H: -6.171491 3.483657 -1.890299  0.4031
H: -5.511696 2.004922 -2.432845  0.3486
H: -4.360410 2.335778 0.978539  0.3069
H: -4.269931 3.417009 -0.386943  0.3482
H: -3.836815 1.633397 -0.546551  -0.2585
H: -9.030498 1.772441 -3.398421  0.2341
H: -8.029261 3.051408 -3.579813  0.2296
C: -3.404038 0.897356 -8.721429  -1.3296
C: -2.183094 1.786114 -8.817846  0.4829
C: -1.190779 1.520921 -7.703086  -0.7329
O: -1.784829 1.823292 -6.474599  -0.3067
C: -0.995208 1.496635 -5.394630  -0.6597
N: -1.442637 1.511249 -10.077761  -0.7467
H: -4.143885 0.978971 -9.516254  0.4131
H: -3.953930 1.094618 -7.786293  0.2949
H: -3.135273 -0.154736 -8.570215  0.2877
H: -2.419342 2.848779 -8.812963  0.2749
H: -0.348152 2.181432 -7.958449  0.2940
H: -0.824246 0.484902 -7.710645  0.3516
H: -1.245201 2.145829 -4.552165  0.3238
H: 0.078099 1.688543 -5.543839  0.3454
H: -1.120599 0.442290 -5.123669  0.2104
H: -2.122317 1.607412 -10.828174  0.2754
H: -1.169833 0.533641 -10.129242  0.2693
C: 0.564599 -3.977594 3.948172  -1.7068
C: 0.656095 -3.387276 2.557326  0.1445
C: -0.551988 -3.783135 1.702440  -0.6613
O: -1.653482 -3.023641 2.140276  -0.2063
C: -2.717875 -2.998399 1.238544  -0.5946
N: 0.791221 -1.889916 2.555189  1.7600
H: 0.580157 -5.068549 3.879169  0.5240
H: -0.312742 -3.670457 4.506347  0.2447
H: 1.483232 -3.778423 4.515350  0.3410
H: 1.585820 -3.735989 2.097134  0.4490
H: -0.727335 -4.857661 1.845272  0.5454
H: -0.362679 -3.601069 0.635096  0.2282
H: -2.412457 -2.748765 0.212333  -0.0416
H: -3.468021 -2.231627 1.444287  0.3150
H: -3.251296 -3.954675 1.218237  0.3656
H: -0.132436 -1.555006 2.834670  -1.0294
H: 0.767426 -1.627580 1.547608  -0.5391
C: 4.161416 4.938923 0.813341  -0.4488
O: 4.274111 4.735116 2.197039  -0.3447
C: 3.000514 4.463235 2.821318  -0.8589
C: 2.609947 3.005575 2.658518  1.1537
N: 3.219151 2.121319 3.664639  0.1560
C: 4.686350 2.076223 3.558706  -1.2597
C: 5.263967 1.401663 2.338768  -0.4654
O: 4.735708 0.067961 2.200076  -0.1017
C: 5.423969 -0.672425 1.195011  -1.1970
H: 3.868372 4.016437 0.298405  0.0677
H: 5.150683 5.185647 0.419583  0.2424
H: 3.541173 5.810083 0.584650  0.3360
H: 2.309705 5.217014 2.437167  0.4587
H: 3.184070 4.684933 3.879452  0.2184
H: 2.863525 2.658742 1.657098  -0.9505
H: 1.520652 2.918058 2.694000  -0.4150
H: 3.062982 2.551315 4.571408  0.2770
H: 5.046051 1.497543 4.425962  0.4769
H: 5.195369 3.035649 3.667468  0.5951
H: 6.342244 1.347039 2.509840  0.5729
H: 5.039631 1.952634 1.421468  0.3329
H: 4.934248 -1.643393 1.179454  0.2123
H: 6.459644 -0.846805 1.496799  0.5623
H: 5.391463 -0.219094 0.207358  0.4116

Atoms 1-6, force components in eV/Å:
-4.0495 1.3115 -2.4362
0.6316 -1.0438 -0.2930
-0.3333 -0.2545 -0.9956
-1.1767 -0.0664 0.6569
0.0010 -0.6473 -0.5570
-0.1984 -0.0518 0.7049

=====

[3]
Computed, not measured: C36H31MgN8SeTe as an isolated structure in a non-equilibrium geometry, with the ωB97M-V functional and the def2-TZVPD basis.

- M (g mol⁻¹) = 806.6
- Kohn-Sham gap (spin up / spin down) (eV) = 4.228 / 4.240
- energy relative to the best compared isomer or geometry (same formula, charge and spin) (kJ/mol) = 0.0
- E_LUMO (spin up / spin down) (eV) = -4.924 / -4.924
- net charge = +1

Each line ends with the Mulliken charge.
Atoms and positions in Å:
Mg: 12.919651 17.683499 10.175190  1.0235
C: 11.018673 17.355588 4.375376  -0.3715
C: 12.112743 18.146878 4.673722  -0.6129
C: 12.652950 18.127963 5.950494  -0.3330
C: 12.277690 17.099222 6.892917  -0.2650
C: 11.127826 16.364266 6.547348  -0.1802
C: 10.493714 16.449290 5.333544  -0.6059
N: 13.029743 16.762889 8.017482  0.1103
C: 14.340988 16.511686 7.793036  0.8872
C: 14.906654 16.260045 6.511045  -0.6952
C: 16.168233 15.731192 6.366510  -0.6849
C: 17.011800 15.617704 7.450468  -0.6781
C: 16.574527 15.923088 8.725243  -0.7073
C: 15.231587 16.330437 8.916185  -0.2372
N: 14.738665 16.574265 10.167634  1.4892
N: 15.387033 16.126524 11.191956  -1.0744
C: 14.700862 16.440444 12.296386  -0.1824
C: 15.198445 15.837814 13.481572  -0.3714
C: 14.518208 16.020928 14.685555  -0.4560
C: 13.423666 16.890341 14.682541  -0.7596
C: 12.981313 17.412510 13.472288  -0.3700
N: 13.551649 17.182048 12.269571  -0.0177
H: 10.619476 17.392701 3.335072  0.3155
H: 12.496579 18.782979 3.886596  0.4177
H: 13.511596 18.703858 6.187904  0.4737
H: 10.741868 15.695324 7.327825  0.3557
H: 9.656844 15.824085 5.073844  0.4235
H: 14.228614 16.316711 5.666542  0.3167
H: 16.481838 15.428071 5.365005  0.4429
H: 18.068088 15.324128 7.357825  0.3682
H: 17.162943 15.814004 9.639281  0.4646
H: 16.085771 15.200203 13.429121  0.4933
H: 14.881590 15.507829 15.571536  0.4239
H: 12.852724 17.198674 15.570398  0.3882
H: 12.058211 17.983582 13.385601  0.3983
C: 7.201831 15.282133 11.201108  -1.4605
C: 8.563529 15.893601 10.998407  1.1812
C: 8.631434 17.169139 10.424513  -1.1338
C: 9.880938 17.643709 10.129675  -0.3941
N: 11.036660 16.997058 10.469605  0.5808
C: 10.941196 15.782549 11.057373  -0.3877
C: 9.726531 15.257009 11.458173  -1.3780
H: 7.312929 14.232393 11.445743  0.3897
H: 6.548003 15.391496 10.310479  0.3774
H: 6.666009 15.714955 12.051718  0.3090
H: 7.727542 17.690116 10.187338  0.4999
H: 10.033640 18.589455 9.631804  0.6171
H: 11.845896 15.204084 11.253123  0.5897
H: 9.706614 14.311873 12.050604  0.3660
Se: 15.213601 20.366820 8.959992  0.3458
N: 14.501823 21.917535 9.604635  -0.7491
C: 13.330484 21.689852 10.247574  0.5361
C: 12.643027 22.607732 11.115834  -0.5684
C: 11.637212 22.043587 11.874881  -0.8236
C: 11.320228 20.685870 11.747881  -0.2430
N: 11.942279 19.794104 10.973022  0.0002
C: 12.930290 20.231835 10.224255  0.9353
N: 13.713314 19.388211 9.569330  -0.2660
H: 12.844606 23.663476 11.170761  0.4755
H: 11.078916 22.644236 12.535160  0.4587
H: 10.449895 20.330871 12.292008  0.4557
C: 14.402868 12.147003 10.980724  -1.0021
Te: 12.775168 12.956563 9.697068  0.1632
C: 12.226870 10.805617 9.664919  -1.0700
C: 13.281489 9.987567 10.350372  0.5774
C: 13.203432 8.560089 10.328028  -0.6178
C: 14.173194 7.821822 10.948576  -0.6013
C: 15.264167 8.473183 11.508195  -0.4732
C: 15.383565 9.838649 11.536865  -0.6432
C: 14.383775 10.658332 10.946938  0.5131
H: 14.171176 12.507747 12.020837  0.3809
H: 15.382506 12.582103 10.651370  0.4531
H: 12.230695 10.575458 8.588966  0.4121
H: 11.225237 10.648833 10.119253  0.4142
H: 12.413466 8.057494 9.762872  0.3904
H: 14.051214 6.782374 11.010608  0.4544
H: 16.064737 7.913705 11.943757  0.3925
H: 16.306528 10.292979 11.941464  0.3527

Atoms 1-6, force components in eV/Å:
-0.0281 -1.8347 -0.1170
-0.7086 -1.0414 -0.6999
-0.6366 0.2444 0.3288
-0.1404 -2.0269 0.9061
-0.7479 1.1649 -2.2359
0.0880 -0.4904 1.7065